# C6H6LiNaO6

C6H6LiNaO6 as an isolated structure in a non-equilibrium geometry (ωB97M-V/def2-TZVPD, OMol25).

The geometry in XYZ format:
```
20
Properties=species:S:1:pos:R:3:nbo_charge:R:1
O 2.49 1.19 2.18 -0.805
C 1.37 0.71 1.93 0.986
O 0.95 -0.35 2.49 -0.958
O 0.60 1.37 1.06 -0.484
C -0.52 0.73 0.47 0.425
C -1.71 1.59 0.20 -0.507
H 0.00 -1.03 -0.08 0.468
H -2.27 1.40 -0.72 0.225
H -1.62 2.63 0.52 0.226
O -0.15 -0.17 -0.50 -0.693
C -1.78 0.53 1.31 0.211
O -1.79 0.94 2.60 -0.979
Li 2.79 -0.40 3.29 0.955
Na -0.67 -0.36 3.85 0.955
C -4.37 -0.58 1.12 -0.089
O -3.59 -1.06 0.02 -0.516
H -5.06 -1.31 1.55 0.183
H -4.76 0.43 0.98 0.199
C -2.92 -0.76 1.20 -0.040
H -1.80 -1.27 1.07 0.239
```

* HOMO energy: -6.769 eV
* HOMO-LUMO gap: 5.341 eV
* 2S+1: 1
* charge: 0
* energy relative to the best compared isomer or geometry (same formula, charge and spin): 63.21 kJ/mol

# C43H51BN10OReS3

C43H51BN10OReS3 as an isolated structure (ωB97M-V/def2-TZVPD, OMol25).

The geometry in XYZ format:
```
110
Properties=species:S:1:pos:R:3:lowdin_spin:R:1
Re 1.54 -0.84 -1.66 1.004
C -2.32 1.65 -3.74 0.001
C -2.23 1.66 -2.24 0.002
C -2.78 2.65 -1.46 0.000
C -2.73 2.59 -0.05 0.002
N -2.20 1.56 0.56 0.002
N -1.66 0.62 -0.21 0.007
B -1.13 -0.60 0.45 0.012
N 0.00 -0.80 1.24 0.023
N 0.67 0.12 1.99 -0.002
C 1.50 -0.20 2.92 0.002
C 2.08 -1.52 3.27 0.000
C 2.30 -2.56 2.47 0.000
C 3.02 -3.79 2.91 0.000
C 1.71 -2.47 1.07 0.007
S 1.99 -3.95 0.04 -0.002
C 1.96 0.95 3.82 0.000
C 3.49 1.03 3.80 0.000
C 1.46 0.67 5.24 0.000
C 1.36 2.29 3.37 0.000
N -1.70 -1.94 0.30 0.001
N -2.87 -2.22 -0.29 0.002
C -3.19 -3.48 -0.36 0.000
C -2.38 -4.48 0.26 0.001
C -1.20 -4.20 0.88 0.000
C -0.47 -5.23 1.69 0.000
C -0.83 -2.84 0.81 0.002
S 1.32 -3.15 -1.79 0.001
C -4.48 -3.85 -1.07 0.000
C -4.13 -4.84 -2.19 0.000
C -5.15 -2.62 -1.67 0.000
C -5.43 -4.51 -0.06 0.000
C -1.59 0.62 -1.55 0.008
S -0.78 -0.74 -2.31 0.021
C -3.28 3.68 0.86 0.000
C -4.29 3.05 1.83 0.000
C -2.10 4.27 1.65 0.000
C -3.96 4.79 0.06 0.000
H -2.62 2.62 -4.12 0.000
H -3.07 0.91 -4.04 0.000
H -1.37 1.36 -4.18 0.000
H -3.27 3.49 -1.94 0.000
H 2.49 -1.57 4.27 0.000
H 3.37 -3.68 3.94 0.000
H 3.88 -3.99 2.28 0.000
H 2.37 -4.67 2.86 0.000
H 3.97 0.15 4.23 0.000
H 3.82 1.89 4.38 0.000
H 3.87 1.15 2.78 0.000
H 1.89 -0.24 5.67 0.000
H 0.38 0.59 5.28 0.000
H 1.76 1.49 5.89 0.000
H 1.66 2.55 2.36 0.000
H 1.72 3.07 4.05 0.000
H 0.28 2.27 3.41 0.000
H -2.76 -5.49 0.29 0.000
H -1.19 -5.84 2.23 0.000
H 0.19 -4.76 2.42 0.000
H 0.13 -5.88 1.06 0.000
H -3.44 -4.39 -2.91 0.000
H -5.04 -5.13 -2.71 0.000
H -3.67 -5.76 -1.81 0.000
H -4.49 -2.12 -2.38 0.000
H -5.43 -1.90 -0.90 0.000
H -6.05 -2.93 -2.19 0.000
H -5.02 -5.43 0.36 0.000
H -6.36 -4.78 -0.56 0.000
H -5.67 -3.84 0.76 0.000
H -3.83 2.28 2.44 0.000
H -5.14 2.62 1.29 0.000
H -4.68 3.82 2.50 0.000
H -1.61 3.49 2.24 0.000
H -2.46 5.04 2.32 0.000
H -1.36 4.71 0.98 0.000
H -4.82 4.43 -0.51 0.000
H -3.27 5.30 -0.61 0.000
H -4.34 5.54 0.76 0.000
N 5.61 -0.49 -1.05 0.000
C 4.33 -0.77 -0.97 0.006
O 3.60 -0.79 -2.00 0.031
C 3.69 -1.17 0.28 0.008
C 2.36 -1.43 0.14 0.003
N 0.25 -2.18 1.32 0.001
C 4.57 -1.43 1.37 0.000
N 5.40 -1.56 2.16 0.004
H 6.21 -0.51 -0.23 0.000
H 6.02 -0.28 -1.95 0.000
C 4.83 3.37 -0.18 -0.016
C 3.87 2.71 0.59 0.002
C 2.87 1.97 -0.02 -0.012
C 2.82 1.89 -1.41 -0.004
C 3.78 2.55 -2.18 -0.014
C 4.78 3.28 -1.56 0.002
N 1.85 1.06 -2.02 -0.093
C 1.41 1.49 -3.31 -0.003
C 0.84 2.76 -3.48 -0.008
C 0.40 3.15 -4.73 0.001
C 0.50 2.28 -5.81 -0.007
C 1.07 1.03 -5.65 0.002
C 1.54 0.64 -4.40 -0.001
H 5.60 3.95 0.30 -0.001
H 3.90 2.80 1.67 0.000
H 2.11 1.46 0.57 0.000
H 3.74 2.48 -3.26 0.000
H 5.52 3.79 -2.16 0.000
H 0.77 3.43 -2.63 0.000
H -0.03 4.13 -4.86 0.000
H 0.16 2.60 -6.79 0.000
H 1.18 0.36 -6.50 0.000
H 2.07 -0.31 -4.30 0.004
```

* HOMO energy (alpha / beta): -12.764 / -12.957 eV
* HOMO-LUMO gap (alpha / beta): 6.158 / 6.352 eV
* 2S+1: 2
* charge: +2
* energy relative to the best compared isomer or geometry (same formula, charge and spin): 368.84 kJ/mol

# C7H14O2

C7H14O2 as an isolated structure in a non-equilibrium geometry (ωB97M-V/def2-TZVPD, OMol25).

The geometry in XYZ format:
```
23
Properties=species:S:1:pos:R:3:nbo_charge:R:1
C 0.39 0.55 0.33 0.561
C 0.03 -0.84 -0.08 -0.022
C 1.72 -0.50 -0.64 -0.091
C -1.41 2.10 -0.78 -0.248
C 0.92 0.92 1.70 -0.662
C -0.75 -1.09 -1.35 -0.621
C -0.25 -1.86 1.00 -0.644
O 1.29 0.88 -0.72 -0.543
O -1.10 1.27 0.30 -0.619
H 2.56 -0.67 0.03 0.178
H 1.88 -0.94 -1.63 0.187
H -0.53 2.60 -1.21 0.175
H -2.10 2.89 -0.45 0.178
H -1.92 1.55 -1.59 0.152
H 1.21 1.97 1.70 0.240
H 0.15 0.77 2.46 0.235
H 1.78 0.32 2.00 0.215
H -0.50 -0.37 -2.14 0.226
H -0.39 -1.44 2.00 0.222
H -1.82 -1.02 -1.15 0.224
H -0.54 -2.09 -1.74 0.215
H 0.56 -2.58 1.11 0.221
H -1.17 -2.42 0.84 0.222
```

* HOMO energy: -8.899 eV
* HOMO-LUMO gap: 9.753 eV
* 2S+1: 1
* charge: 0
* energy relative to the best compared isomer or geometry (same formula, charge and spin): 303.16 kJ/mol

# C51H85BBr2F4NO15

A 7-piece molecular cluster, C51H85BBr2F4NO15 overall in a non-equilibrium geometry (ωB97M-V/def2-TZVPD, OMol25).

The geometry in XYZ format:
```
159
Properties=species:S:1:pos:R:3:mulliken_charge:R:1
C -3.29 -1.01 2.71 -1.613
C -2.24 -1.75 1.86 -0.578
C -1.68 -0.90 0.72 0.830
F -2.45 -1.27 -0.41 -0.474
C -0.17 -1.11 0.53 -0.149
C 0.69 -0.27 1.55 -0.991
B -0.10 0.42 2.77 0.790
C -0.55 1.93 2.94 -0.899
O -0.40 -0.42 3.79 -0.726
C 1.73 0.76 1.00 -3.181
C 1.78 0.87 -0.54 2.207
C 0.64 1.82 -0.92 -3.019
O -0.53 1.68 -0.10 0.238
C -1.61 2.45 -0.43 0.503
C -1.44 3.73 -1.20 -1.074
O -2.72 2.10 -0.02 -0.763
C 3.08 1.57 -1.04 -1.790
Br 2.83 2.56 -2.73 0.034
C 3.85 2.40 -0.02 0.209
C 3.38 3.81 0.26 -1.258
Br 5.69 2.57 -0.74 -0.088
N 1.76 -0.56 -1.01 1.412
C 2.96 -1.38 -0.57 -0.857
C 2.98 -2.10 0.79 -0.696
C 4.00 -3.24 0.76 1.122
C 4.20 -3.65 2.23 -1.559
C 3.50 -4.45 -0.01 -0.913
C 0.41 -1.23 -0.94 0.411
C -0.53 -0.67 -2.04 -0.848
C 0.04 -0.14 -3.36 -0.891
C -1.02 0.68 -4.08 0.542
F -0.72 0.72 -5.43 -0.327
F -1.04 1.98 -3.66 -0.191
F -2.26 0.16 -3.96 -0.279
C 0.60 -2.74 -1.29 1.801
C 1.13 -2.96 -2.72 -2.725
C -0.63 -3.65 -1.11 -0.540
C -0.66 -4.45 0.21 -0.542
H -4.29 -1.37 2.49 0.471
H -3.13 -1.19 3.76 0.310
H -3.30 0.06 2.52 0.192
H -2.70 -2.63 1.43 0.518
H -1.45 -2.09 2.52 0.354
H -1.96 0.13 0.87 -0.257
H -0.02 -2.11 0.89 -0.204
H 1.29 -0.98 2.11 1.126
H -0.31 2.28 3.94 0.470
H -1.64 1.97 2.85 0.352
H -0.15 2.65 2.24 0.085
H -0.98 0.00 4.43 0.318
H 1.60 1.77 1.37 1.163
H 2.71 0.45 1.34 0.071
H 1.02 2.81 -0.70 1.967
H 0.33 1.84 -1.95 0.961
H -0.44 3.96 -1.54 0.264
H -1.80 4.58 -0.63 -0.235
H -2.06 3.65 -2.09 0.546
H 3.77 0.84 -1.42 0.723
H 4.01 1.89 0.92 0.548
H 2.38 3.80 0.70 0.201
H 4.03 4.25 1.01 0.510
H 3.38 4.44 -0.61 0.373
H 1.96 -0.48 -2.01 0.971
H 3.86 -0.78 -0.57 0.486
H 3.17 -2.10 -1.34 0.462
H 3.32 -1.43 1.57 0.743
H 2.03 -2.49 1.12 -0.350
H 4.95 -2.89 0.37 -0.175
H 4.62 -2.82 2.79 0.408
H 3.21 -3.85 2.64 0.222
H 4.85 -4.51 2.31 0.520
H 4.11 -5.32 0.21 0.632
H 3.60 -4.29 -1.09 0.160
H 2.47 -4.69 0.21 -0.037
H -1.13 0.12 -1.62 0.111
H -1.28 -1.40 -2.30 1.348
H 0.89 0.54 -3.26 0.044
H 0.34 -0.89 -4.07 0.679
H 1.33 -3.22 -0.65 -1.467
H 1.65 -3.91 -2.76 0.688
H 0.32 -3.00 -3.44 0.528
H 1.83 -2.19 -3.05 0.222
H -0.53 -4.42 -1.87 0.591
H -1.60 -3.21 -1.30 0.179
H 0.06 -4.11 0.95 -0.534
H -1.66 -4.45 0.64 0.342
H -0.43 -5.50 0.03 0.209
O -2.63 6.76 -1.59 -0.624
C -3.26 6.97 -0.59 0.545
O -2.67 7.05 0.62 -0.261
C -3.68 7.18 1.65 -0.403
C -4.91 7.72 0.94 -0.578
C -4.76 7.11 -0.45 0.077
H -3.85 6.19 2.08 0.292
H -3.31 7.84 2.43 0.312
H -5.84 7.46 1.44 0.352
H -4.86 8.81 0.87 0.297
H -5.21 6.12 -0.51 -0.392
H -5.17 7.74 -1.24 0.419
O 1.25 -4.74 3.13 -0.623
C 0.48 -5.64 3.31 0.557
O -0.85 -5.44 3.40 -0.312
C -1.52 -6.68 3.72 -0.618
C -0.56 -7.77 3.26 0.114
C 0.80 -7.11 3.50 -0.602
H -1.71 -6.71 4.79 0.327
H -2.47 -6.71 3.19 0.359
H -0.69 -8.71 3.80 0.429
H -0.69 -7.95 2.20 -0.285
H 1.17 -7.26 4.51 0.346
H 1.55 -7.43 2.78 0.292
O 2.79 10.27 2.58 -0.566
C 1.94 9.83 1.87 0.451
O 1.26 8.69 2.15 -0.356
C 0.37 8.36 1.07 0.105
C 0.13 9.67 0.33 -0.505
C 1.46 10.40 0.55 -0.432
H 0.86 7.61 0.44 0.080
H -0.54 7.94 1.48 0.021
H -0.14 9.53 -0.71 0.375
H -0.67 10.22 0.82 0.275
H 2.19 10.15 -0.22 0.246
H 1.35 11.48 0.61 0.302
O 5.52 -1.91 -1.76 -0.443
C 6.61 -1.57 -2.15 0.433
O 7.73 -1.78 -1.45 -0.346
C 8.86 -1.16 -2.11 -0.452
C 8.43 -1.03 -3.57 -0.540
C 6.92 -0.84 -3.43 -0.427
H 9.04 -0.20 -1.64 0.258
H 9.73 -1.79 -1.98 0.310
H 8.94 -0.23 -4.09 0.339
H 8.63 -1.96 -4.10 0.276
H 6.65 0.21 -3.30 0.205
H 6.36 -1.26 -4.26 0.374
O -0.52 -8.01 0.00 -0.661
C -1.52 -7.97 -0.66 0.623
O -2.71 -8.41 -0.20 -0.401
C -3.70 -8.33 -1.24 -0.530
C -3.18 -7.30 -2.22 -0.442
C -1.66 -7.48 -2.09 -0.022
H -3.80 -9.32 -1.69 0.284
H -4.65 -8.06 -0.79 0.363
H -3.56 -7.43 -3.23 0.403
H -3.45 -6.30 -1.89 0.180
H -1.28 -8.25 -2.76 0.331
H -1.11 -6.56 -2.23 -0.150
O -7.36 5.42 0.27 -0.595
C -7.13 4.24 0.27 0.523
O -6.67 3.59 1.36 -0.391
C -6.37 2.22 1.04 0.200
C -7.20 1.92 -0.21 -0.591
C -7.23 3.28 -0.90 -0.412
H -5.30 2.14 0.85 -0.193
H -6.63 1.59 1.88 0.315
H -6.77 1.12 -0.82 0.343
H -8.21 1.62 0.08 0.319
H -6.37 3.44 -1.55 0.194
H -8.15 3.45 -1.45 0.370
```

* HOMO energy: -11.376 eV
* HOMO-LUMO gap: 9.572 eV
* 2S+1: 1
* charge: +1
* energy relative to the best compared isomer or geometry (same formula, charge and spin): 0.00 kJ/mol

# C16H38N2

An isolated ion of composition C16H38N2 and charge +2 (ωB97M-V/def2-TZVPD, OMol25).

The geometry in XYZ format:
```
56
Properties=species:S:1:pos:R:3:nbo_charge:R:1
C -5.88 1.09 0.74 -0.419
N -6.30 -0.21 0.19 -0.203
C -7.58 -0.03 -0.54 -0.414
H -8.35 0.32 0.14 0.239
H -7.46 0.70 -1.33 0.238
H -7.90 -0.97 -0.98 0.240
C -6.53 -1.16 1.29 -0.418
H -6.88 -2.12 0.90 0.239
H -5.61 -1.33 1.85 0.235
H -7.28 -0.77 1.98 0.240
C -5.29 -0.75 -0.77 -0.212
C -3.84 -0.86 -0.27 -0.431
H -3.80 -0.98 0.81 0.211
H -3.43 -1.78 -0.70 0.240
C -2.94 0.30 -0.70 -0.390
H -3.03 0.44 -1.78 0.207
C -1.47 0.01 -0.38 -0.396
H -1.36 -0.16 0.70 0.200
H -1.15 -0.89 -0.90 0.201
C -0.58 1.18 -0.80 -0.384
C 0.92 0.91 -0.66 -0.398
C 1.36 0.70 0.79 -0.397
C 2.84 0.99 1.02 -0.383
H 3.04 0.91 2.09 0.212
H 3.05 2.02 0.73 0.206
C 3.78 0.05 0.26 -0.431
C 5.22 0.38 0.63 -0.209
H 5.35 0.23 1.70 0.229
H 5.40 1.44 0.42 0.229
N 6.29 -0.40 -0.06 -0.203
C 6.14 -1.85 0.20 -0.419
H 6.11 -2.03 1.27 0.237
H 6.98 -2.39 -0.23 0.241
H 5.22 -2.22 -0.26 0.236
C 6.27 -0.16 -1.52 -0.419
H 6.35 0.91 -1.72 0.238
H 7.10 -0.67 -1.99 0.241
H 5.34 -0.53 -1.95 0.236
C 7.60 0.04 0.47 -0.414
H 8.41 -0.50 -0.02 0.239
H 7.74 1.10 0.29 0.239
H 7.66 -0.15 1.54 0.239
H 3.53 -0.98 0.53 0.213
H 3.61 0.18 -0.81 0.215
H 0.79 1.37 1.43 0.214
H 1.14 -0.33 1.10 0.202
H 1.45 1.78 -1.07 0.207
H 1.18 0.04 -1.27 0.196
H -0.84 2.07 -0.22 0.200
H -0.79 1.41 -1.85 0.210
H -3.23 1.22 -0.21 0.196
H -5.30 -0.10 -1.65 0.229
H -5.65 -1.73 -1.08 0.233
H -4.98 0.98 1.34 0.234
H -6.67 1.50 1.37 0.241
H -5.69 1.79 -0.07 0.237
```

* HOMO energy: -15.818 eV
* HOMO-LUMO gap: 11.942 eV
* 2S+1: 1
* structure (SMILES): C[N+](C)(C)CCCCCCCCCC[N+](C)(C)C
* charge: +2
* energy relative to the best compared isomer or geometry (same formula, charge and spin): 3.55 kJ/mol

# C4H4N2O2

A 2-piece molecular cluster, C4H4N2O2 overall in a non-equilibrium geometry (ωB97M-V/def2-TZVPD, OMol25).

The geometry in XYZ format:
```
12
Properties=species:S:1:pos:R:3:nbo_charge:R:1
C -2.72 0.68 -0.03 -0.375
C -1.47 0.68 -0.45 -0.250
C -0.62 -0.58 -0.52 0.180
C 3.22 0.64 0.12 1.035
N 1.25 -1.83 0.27 -0.544
N 0.24 -1.19 0.02 0.000
O 4.22 0.10 0.27 -0.508
O 2.24 1.21 -0.03 -0.531
H -3.30 1.58 0.00 0.207
H -3.20 -0.22 0.33 0.204
H -0.97 1.56 -0.83 0.233
H 1.11 -2.63 0.87 0.348
```

* HOMO energy: -8.429 eV
* HOMO-LUMO gap: 9.117 eV
* 2S+1: 1
* charge: 0
* energy relative to the best compared isomer or geometry (same formula, charge and spin): 327.02 kJ/mol

# C4H5NO

One molecule with the formula C4H5NO in a non-equilibrium geometry (ωB97M-V/def2-TZVPD, OMol25).

The geometry in XYZ format:
```
11
Properties=species:S:1:pos:R:3:nbo_charge:R:1
C -0.87 0.06 0.15 0.429
C 0.00 1.12 -0.02 -0.398
C 1.26 0.51 -0.01 -0.257
C 1.14 -0.82 -0.10 -0.141
H -2.65 0.58 -0.23 0.486
H -0.20 2.23 -0.01 0.225
H 2.11 1.10 0.10 0.208
H 1.84 -1.53 0.28 0.204
H -0.30 -2.04 -0.18 0.429
N -0.18 -1.03 0.04 -0.521
O -2.17 -0.19 -0.01 -0.665
```

* HOMO energy: -7.868 eV
* HOMO-LUMO gap: 8.709 eV
* 2S+1: 1
* structure (SMILES): Oc1ccc[nH]1
* charge: 0
* energy relative to the best compared isomer or geometry (same formula, charge and spin): 157.79 kJ/mol

# C18H33B3Cl2FNO7

A 3-piece molecular cluster, C18H33B3Cl2FNO7 overall (ωB97M-V/def2-TZVPD, OMol25).

The geometry in XYZ format:
```
65
Properties=species:S:1:pos:R:3:mulliken_charge:R:1
C -1.23 1.20 3.03 -1.105
C -2.24 0.28 2.33 0.192
Cl -3.86 1.11 2.26 -0.179
C -1.81 -0.13 0.92 -0.280
Cl -1.85 1.24 -0.23 -0.100
B -0.37 -0.77 0.95 -0.062
O -0.02 -1.70 1.91 -0.423
B 1.32 -1.61 2.24 0.544
C 2.15 -2.80 2.84 -0.567
C 3.64 -2.60 2.66 -0.426
F 3.96 -2.73 1.31 -0.263
O 1.95 -0.40 1.98 -0.150
B 1.77 -0.03 0.64 0.537
C 2.87 0.82 -0.07 0.460
C 3.65 0.25 -1.08 -0.570
C 4.65 1.02 -1.66 -0.516
C 4.82 2.33 -1.23 -0.411
C 3.98 2.80 -0.22 -0.352
N 3.03 2.08 0.36 -0.387
O 0.61 -0.45 0.02 -0.610
H -0.80 0.69 3.88 0.216
H -0.46 1.56 2.36 0.211
H -1.74 2.07 3.42 0.477
H -2.45 -0.60 2.92 0.360
H -2.51 -0.88 0.56 0.489
H 1.86 -3.73 2.35 0.304
H 1.96 -2.85 3.91 0.380
H 4.18 -3.36 3.22 0.359
H 3.97 -1.62 2.99 0.267
H 3.52 -0.77 -1.41 0.385
H 5.29 0.63 -2.43 0.433
H 5.57 2.98 -1.64 0.377
H 4.09 3.82 0.12 0.387
C 1.13 -7.50 -1.65 -0.739
O 2.13 -6.87 -0.87 -0.376
C 2.98 -6.02 -1.62 -0.770
C 2.62 -4.57 -1.44 0.036
O 1.35 -4.27 -2.00 -0.424
C 0.33 -4.16 -1.03 -0.303
H 0.42 -7.97 -0.97 0.244
H 0.59 -6.78 -2.27 0.325
H 1.57 -8.27 -2.29 0.328
H 2.96 -6.29 -2.68 0.360
H 4.00 -6.18 -1.25 0.387
H 3.36 -3.95 -1.96 0.379
H 2.65 -4.30 -0.38 0.005
H 0.44 -3.25 -0.44 -0.149
H 0.32 -5.03 -0.36 0.374
H -0.62 -4.12 -1.56 0.337
C -3.81 4.00 -0.72 -0.567
O -4.82 4.39 -1.64 -0.411
C -5.95 4.99 -1.02 -0.508
C -5.93 6.49 -1.15 -0.468
O -4.86 7.08 -0.43 -0.373
C -3.76 7.44 -1.24 -0.730
H -2.93 3.74 -1.30 0.185
H -3.56 4.82 -0.04 0.280
H -4.13 3.13 -0.15 0.330
H -6.00 4.70 0.04 0.310
H -6.84 4.60 -1.52 0.382
H -6.86 6.90 -0.74 0.367
H -5.88 6.78 -2.21 0.317
H -4.01 8.32 -1.85 0.327
H -3.45 6.62 -1.89 0.323
H -2.93 7.70 -0.58 0.245
```

* HOMO energy: -8.996 eV
* HOMO-LUMO gap: 9.355 eV
* 2S+1: 1
* structure (SMILES): C[C@@H](Cl)[C@@H](Cl)B1OB(CCF)OB(c2ccccn2)O1.COCCOC.COCCOC
* charge: 0

# N2O3S

A 2-piece molecular cluster, N2O3S overall in a non-equilibrium geometry (ωB97M-V/def2-TZVPD, OMol25).

The geometry in XYZ format:
```
6
Properties=species:S:1:pos:R:3:nbo_charge:R:1
N 2.27 0.11 0.06 -0.059
N -1.69 -0.05 0.16 0.397
O 3.37 -0.33 -0.08 -0.227
O -1.79 1.13 -0.14 -0.360
O -2.59 -0.89 0.14 -0.322
S 0.83 0.43 -0.03 0.571
```

* HOMO energy (alpha / beta): -10.164 / -8.237 eV
* HOMO-LUMO gap (alpha / beta): 8.679 / 5.771 eV
* 2S+1: 1
* charge: 0
* energy relative to the best compared isomer or geometry (same formula, charge and spin): 638.81 kJ/mol

Number 1: molecular weight 204.04 g mol⁻¹. Number 2: molecular weight 1017.17 g mol⁻¹. Number 3: molecular weight 130.19 g mol⁻¹. Number 4: molecular weight 1198.85 g mol⁻¹. Number 5: molecular weight 258.49 g mol⁻¹. Number 6: molecular weight 112.09 g mol⁻¹. Number 7: molecular weight 83.09 g mol⁻¹. Number 8: molecular weight 497.80 g mol⁻¹. Number 9: molecular weight 108.08 g mol⁻¹.